ORCA calculation (ωB97M-V with the def2-TZVPD basis set) on a 2-piece molecular cluster, C4H10N2O2 overall in a non-equilibrium geometry.

Computed properties:
ΔE to the lowest compared entry with this formula, charge and spin in kcal per mole: 14.0
SMILES string: CC(N)=O.CC(N)=O
E in Ha: -418.4386
E_HOMO in Ha: -0.3423
Spin multiplicity: 1

Each line ends with the natural charge from an NBO analysis.
Positions of all 18 atoms, in Å:
C -1.558 0.123 -2.065  -0.72
C -1.235 -1.053 -1.149  0.68
O -0.571 -0.894 -0.140  -0.65
N -1.395 -2.281 -1.697  -0.81
H -0.771 0.289 -2.799  0.24
H -1.419 0.963 -1.381  0.25
H -1.135 -3.150 -1.276  0.40
H -1.888 -2.394 -2.579  0.39
H -2.527 0.011 -2.542  0.22
C 1.079 1.814 1.173  -0.72
C 1.954 0.930 2.029  0.68
O 2.976 1.246 2.591  -0.61
N 1.376 -0.319 2.270  -0.86
H 1.778 -0.870 3.018  0.40
H 0.681 -0.650 1.639  0.42
H 0.033 1.556 1.290  0.23
H 1.405 1.827 0.131  0.23
H 1.217 2.851 1.490  0.23